# C28H41N11O6

11 unconnected molecules or ions with the total composition C28H41N11O6 in a non-equilibrium geometry (wB97M-V/def2-TZVPD, the Open Molecules 2025 dataset).

```
86
Properties=species:S:1:pos:R:3:forces:R:3
C -0.543 -1.086 5.268 -0.545 0.781 1.771
O -0.586 -1.150 4.103 -0.403 -1.459 -6.977
N -1.283 -1.749 6.079 -3.300 -4.094 1.746
N 0.130 -0.179 5.829 3.819 4.374 2.476
H -1.207 -1.762 7.086 -0.023 -0.176 -0.448
H -1.733 -2.484 5.552 -0.418 -0.327 0.950
H 0.564 0.434 5.153 0.375 0.410 0.914
H 0.126 -0.102 6.836 0.551 0.635 -0.454
C 0.499 0.275 0.369 3.512 -2.191 3.335
O -0.447 0.917 0.137 -4.677 2.922 -3.626
N 0.693 -0.036 1.658 1.890 -1.296 1.138
N 1.488 -0.157 -0.441 -0.562 0.371 -1.534
H 1.552 -0.542 1.821 -0.373 -0.085 0.723
H 0.028 0.087 2.408 0.074 -0.011 -0.301
H 1.275 -0.054 -1.423 0.634 -0.082 0.027
H 2.274 -0.704 -0.119 -0.135 0.014 -0.145
C -3.535 2.024 -1.166 -2.372 1.158 0.805
C -4.832 2.070 -1.665 -0.080 0.413 -0.044
C -5.864 2.826 -1.077 4.272 -0.616 0.334
C -5.594 3.551 0.066 -1.498 0.361 0.701
C -4.375 3.533 0.657 1.200 -1.053 -1.092
C -3.375 2.811 -0.010 1.073 -1.026 0.509
O -2.201 2.733 0.635 0.587 0.638 0.611
O -6.991 2.919 -1.695 -3.747 0.289 -1.488
H -2.872 1.311 -1.633 0.574 0.270 0.505
H -5.008 1.575 -2.608 -0.386 -0.271 -0.166
H -6.367 4.084 0.599 -0.411 0.057 -0.307
H -4.180 3.935 1.640 0.105 0.225 -0.119
H -1.669 2.061 0.203 0.667 -0.276 0.241
H -6.951 2.347 -2.465 -0.320 0.020 -0.127
C 2.495 0.289 -7.063 -0.476 -0.062 0.395
C 2.540 0.680 -5.698 0.092 -1.773 -1.535
C 2.768 -0.339 -4.765 -0.463 0.864 -0.089
C 2.845 -1.690 -5.145 0.428 1.249 2.307
C 2.837 -2.014 -6.434 -0.461 -0.176 -2.143
C 2.642 -1.037 -7.425 0.721 -0.574 1.136
O 2.728 -1.419 -8.718 -0.337 0.407 -1.102
O 2.853 0.004 -3.458 0.394 -1.362 0.384
H 2.244 0.980 -7.854 0.218 0.282 0.017
H 2.361 1.711 -5.430 0.223 -0.063 0.157
H 2.995 -2.469 -4.413 -0.029 0.142 0.305
H 2.930 -3.061 -6.683 0.065 -0.120 -0.368
H 2.651 -2.373 -8.785 0.023 -0.036 0.038
H 2.506 0.895 -3.379 0.037 0.581 0.416
C 3.118 -2.883 4.218 -1.724 0.517 0.284
C 3.006 -2.576 5.629 0.883 0.933 3.477
N 2.948 -2.317 6.771 -0.051 -0.673 -2.825
H 2.602 -3.841 4.147 0.790 -0.401 -0.704
H 4.079 -2.696 3.739 -0.103 -0.518 0.315
H 2.378 -2.200 3.800 0.083 0.174 -0.568
C -3.232 -1.766 2.117 -0.292 0.443 0.985
C -4.375 -1.118 2.796 -2.279 1.063 0.769
N -5.277 -0.660 3.393 2.435 -1.202 -1.575
H -3.201 -2.740 2.604 0.392 -0.209 -0.441
H -2.344 -1.204 2.406 0.154 -0.173 -0.011
H -3.274 -1.824 1.029 -0.423 0.003 0.210
C 1.745 3.692 0.103 -0.094 -0.568 -0.348
C 1.227 3.619 1.477 -0.321 0.654 1.296
N 0.835 3.570 2.571 0.648 -0.075 -1.759
H 1.860 4.656 -0.393 -0.281 0.377 0.788
H 1.057 3.140 -0.537 0.120 -0.257 0.053
H 2.731 3.231 0.048 -0.116 -0.239 0.089
C -2.694 1.586 3.958 -0.523 0.667 1.309
C -3.542 2.723 4.314 -0.169 0.135 -1.127
N -4.187 3.640 4.549 -0.224 0.273 0.260
H -2.380 1.579 2.914 -0.078 0.116 0.135
H -3.284 0.726 4.275 0.439 -0.308 -0.277
H -1.888 1.779 4.666 0.644 -0.742 -0.352
C -1.025 2.557 -3.735 -0.406 0.430 -0.014
C 0.346 2.380 -3.364 5.283 -0.795 1.406
N 1.487 2.196 -3.081 -4.950 1.299 -0.995
H -1.113 2.264 -4.782 -0.359 -0.181 0.118
H -1.305 3.605 -3.637 0.047 0.044 -0.042
H -1.651 2.003 -3.036 -0.047 -0.136 -0.383
C 1.049 -3.439 -1.682 -0.452 -0.364 0.772
C 1.235 -4.571 -0.760 0.588 -1.420 -0.159
N 1.324 -5.479 -0.047 -0.031 1.129 -0.663
H 0.360 -2.880 -1.049 0.074 1.000 -0.589
H 0.549 -3.704 -2.614 -0.038 -0.317 0.210
H 1.965 -2.907 -1.939 -0.078 0.039 0.445
C 5.789 -3.659 0.386 -0.400 0.887 0.190
C 4.708 -2.667 0.474 -3.255 2.321 0.275
N 3.825 -1.885 0.575 3.145 -2.753 -0.338
H 6.304 -3.585 1.344 0.257 -0.320 -0.129
H 6.442 -3.330 -0.422 0.124 -0.317 0.060
H 5.387 -4.659 0.224 0.071 0.130 -0.020
```
Positions in Å, forces in eV/Å.

Calculated values
Electronic energy: -2145.22171 Eh
LUMO: 0.006 eV